Record 1
Computed, not measured: a cluster of 2 separate species, C4H10NP3 in total in a non-equilibrium geometry, with wB97M-V/def2-TZVPD.

The spin multiplicity is 1. The gap between HOMO and LUMO comes out at 8.22 eV. The value obtained for the LUMO energy is -0.16 eV. The energy is -1237.00930 hartree.

Atoms and positions in Å:
C -0.5307 -0.8085 0.6914
C 0.1927 0.9436 -0.9807
C -0.6127 0.2284 1.8558
C 0.2112 -0.3338 -0.4358
N 1.3865 1.3973 -1.0529
P -1.5036 -2.1536 0.9755
P -1.4013 1.6635 -1.5741
P 2.0414 -0.8536 -0.2415
H -0.7119 -0.1170 2.8734
H -1.4895 0.8406 1.7467
H 0.4182 0.7123 1.7581
H 0.0768 -1.4804 -1.5495
H 1.4444 2.2663 -1.5080
H -1.4474 -2.8399 -0.1961
H -1.7954 0.3448 -1.4974
H -0.7288 1.7077 -2.8526
H 1.6857 -1.9461 0.6132
H 2.1233 -0.0920 0.9880

Cartesian forces, eV/Å:
C -2.8 -0.1 1.9
C 1.1 2.8 -0.6
C 2.4 -0.2 -1.1
C 1.4 -7.8 -1.9
N -0.6 -0.1 0.0
P 0.1 0.8 1.4
P 1.2 0.7 0.0
P -0.4 0.3 1.7
H 0.2 -0.9 0.1
H 0.0 0.9 -0.5
H -1.7 0.3 0.6
H -0.2 3.2 2.5
H 0.1 1.7 -0.7
H 0.3 -0.5 -1.5
H -1.0 -0.6 -0.9
H -1.0 -0.3 0.2
H 0.1 -0.2 -0.4
H 0.6 -0.1 -0.6

---

Record 2
Computed, not measured: a cluster of 2 separate species, CH2ClN3S in total in a non-equilibrium geometry, with wB97M-V/def2-TZVPD.

The spin multiplicity is 1. The gap between HOMO and LUMO comes out at 9.07 eV. The value obtained for the LUMO energy is -0.31 eV. The energy is -1061.84476 hartree.

Atoms and positions in Å:
C 4.0483 -0.0622 -0.0122
N 3.2494 -0.9792 0.1298
N 1.4426 -2.2546 -0.2913
N 2.4310 -1.6429 -0.6875
S 4.8962 1.1991 0.1389
Cl -0.8421 2.7798 -0.3212
H 1.1801 -2.2114 0.6211
H -1.9006 2.0308 -0.2641

Cartesian forces, eV/Å:
C -2.2 -1.7 0.4
N 1.2 1.2 1.6
N 0.8 0.0 -4.0
N -0.7 -1.1 -2.0
S 1.1 1.0 -0.1
Cl -0.5 -0.3 0.0
H -0.3 0.6 4.2
H 0.5 0.3 0.0

---

Record 3
Computed, not measured: a cluster of 2 separate species, C5H14N3 in total in a non-equilibrium geometry, with wB97M-V/def2-TZVPD.

The spin multiplicity is 1. Its charge is +1. The gap between HOMO and LUMO comes out at 9.72 eV. The value obtained for the LUMO energy is -3.30 eV. The energy is -362.90327 hartree.

Atoms and positions in Å:
N 1.1501 -0.8263 -0.2784
C 0.7283 -0.5964 1.1637
C 1.5761 1.1851 2.8125
C 1.7770 0.0938 2.0268
H 1.1855 -1.8506 -0.3925
H 2.1540 -0.5907 -0.2361
H 0.4282 -1.5918 1.5655
H -0.2011 0.0374 1.1375
H 2.4006 1.6325 3.2943
H 0.5833 1.5953 2.9335
H 2.8014 -0.3359 1.9317
C -2.3717 -1.1361 -1.8056
N -1.8897 0.1488 -1.2181
C -0.7824 0.6738 -1.6706
N -0.0578 1.6392 -1.0879
H -3.4325 -1.2621 -1.5047
H -1.7466 -1.9701 -1.4775
H -2.3475 -1.0106 -2.8998
H -2.1256 0.3852 -0.2489
H -0.4567 0.1781 -2.6001
H -0.3040 1.8985 -0.1425
H 0.9311 1.7027 -1.3026

Cartesian forces, eV/Å:
N 1.1 -0.7 1.5
C -1.0 -0.1 -0.2
C -0.4 -2.2 -1.9
C 0.2 0.8 0.2
H -0.1 0.6 -0.1
H -0.5 0.0 -0.6
H 0.2 0.8 0.1
H 0.6 -0.5 0.3
H 0.6 0.4 0.7
H 0.0 0.2 0.0
H -0.8 0.4 0.2
C -0.9 0.8 0.0
N 0.5 0.0 0.8
C 1.1 -0.3 -0.1
N -1.0 -0.7 -0.5
H 0.8 -0.1 -0.2
H -0.2 0.2 0.0
H 0.0 -0.2 0.5
H -0.3 -0.2 -0.6
H 0.3 0.9 0.4
H 0.1 0.2 -0.1
H -0.4 0.0 -0.2

---

Record 4
Computed, not measured: a cluster of 2 separate species, C6H10IN3 in total in a non-equilibrium geometry, with wB97M-V/def2-TZVPD.

The spin multiplicity is 1. The gap between HOMO and LUMO comes out at 9.34 eV. The value obtained for the LUMO energy is 0.33 eV. The energy is -696.53286 hartree.

Atoms and positions in Å:
C 0.6157 -2.7658 0.6233
C 0.1192 -0.6811 0.5624
C -1.9415 1.4160 -1.6362
C -0.2598 1.6296 1.1244
C -1.9109 0.5358 -0.3020
C -0.6651 0.5527 0.4817
N -0.4009 -1.9349 0.6112
N 1.4482 -0.6782 0.5667
N 1.7616 -2.0312 0.6371
I 4.8889 -0.5639 -0.6132
H 0.4903 -3.8661 0.6595
H -1.5143 2.3745 -1.4650
H -2.9621 1.5509 -1.9429
H -1.3460 0.8598 -2.3369
H -0.9111 2.5802 0.9582
H 4.1235 0.8842 -0.2645
H 0.5655 1.7830 1.8393
H -2.2192 -0.4339 -0.6855
H -2.6184 1.1148 0.4383
H 2.7362 -2.3264 0.7439

Cartesian forces, eV/Å:
C 0.1 0.7 0.5
C 1.4 -1.0 0.0
C 0.6 -1.3 1.8
C -1.0 3.0 0.4
C -2.3 2.9 -0.3
C 1.2 -0.8 0.1
N -1.0 -0.4 -0.5
N 0.2 -1.3 0.3
N -0.4 0.5 -0.1
I -0.4 1.1 0.2
H 0.5 1.0 0.0
H 0.5 0.8 0.1
H -0.4 -0.2 -0.4
H 0.1 0.1 -0.8
H 1.2 -1.6 0.5
H 0.5 -1.1 -0.2
H -0.3 -0.6 -0.7
H -0.2 -0.2 1.0
H 0.4 -1.8 -1.6
H -0.7 0.3 -0.3

---

Record 5
Computed, not measured: a cluster of 2 separate species, C4H12 in total in a non-equilibrium geometry, with wB97M-V/def2-TZVPD.

The spin multiplicity is 1. The gap between HOMO and LUMO comes out at 12.89 eV. The value obtained for the LUMO energy is 1.16 eV. The energy is -159.57834 hartree.

Atoms and positions in Å:
C -0.4058 -1.0630 2.0025
C -1.1283 -1.9448 0.9717
H -0.5507 -0.0092 1.7900
H 0.6289 -1.3980 2.0521
H -0.7983 -1.2963 2.9950
H -2.2045 -1.9807 1.1825
H -0.7212 -2.9504 0.9388
H -1.0151 -1.5245 -0.0380
C 1.0270 1.7023 -2.1971
C 0.5205 1.3630 -0.7769
H 1.7413 2.5239 -2.2080
H 0.1808 1.8911 -2.8497
H 1.4902 0.7984 -2.5990
H 1.2697 0.7446 -0.2847
H 0.4173 2.2614 -0.1562
H -0.4518 0.8821 -0.8230

Cartesian forces, eV/Å:
C -0.4 -1.2 0.1
C -0.3 0.7 -0.3
H 0.3 0.1 0.1
H 0.3 0.7 -0.2
H -0.1 0.3 0.0
H 0.2 -0.1 -0.1
H -0.1 -0.2 0.1
H 0.0 -0.1 0.2
C -0.4 -0.8 0.4
C 0.6 0.8 -0.2
H -0.1 0.0 -0.1
H 0.0 0.5 -0.1
H 0.2 0.2 -0.1
H -0.3 -0.2 0.2
H -0.1 -0.1 -0.2
H 0.1 -0.3 0.1

---

Record 6
Computed, not measured: a structure of composition C3H6NOP in a non-equilibrium geometry, with wB97M-V/def2-TZVPD.

The spin multiplicity is 1. The gap between HOMO and LUMO comes out at 9.82 eV. The value obtained for the LUMO energy is 0.76 eV. The energy is -589.19090 hartree.

Atoms and positions in Å:
C -1.5547 0.4782 0.4617
C 2.1116 0.2453 -0.1923
C -2.3746 -0.0116 -0.3803
N -0.3920 0.7301 0.8104
O -0.3248 -1.4196 -0.4762
P 0.5634 -0.6031 0.4132
H 1.7082 0.9078 -1.0210
H 3.0135 -0.2904 -0.6049
H 2.4119 0.9236 0.5780
H -3.2394 -0.5890 -0.0788
H -2.6281 0.7351 -1.1978
H 0.7050 -1.1065 1.6879

Cartesian forces, eV/Å:
C 3.1 1.2 0.4
C -0.7 -0.2 -1.6
C -4.4 1.4 -1.6
N -1.0 1.1 1.6
O 2.7 -0.9 0.2
P -0.7 -0.3 -2.1
H 0.4 -0.8 0.8
H -1.3 0.1 0.7
H 0.3 0.4 0.7
H 0.2 -0.4 0.0
H 0.7 -1.2 0.6
H 0.7 -0.4 0.4

---

| no. | highest occupied orbital energy (Eh) |
| --- | --- |
| 1 | -0.308 |
| 2 | -0.345 |
| 3 | -0.478 |
| 4 | -0.331 |
| 5 | -0.431 |
| 6 | -0.333 |